Computed, not measured: a cluster of 9 separate species, C42H114N15O17P5 in total at a distorted geometry, with the ωB97M-V functional and the def2-TZVPD basis.

Last column: Mulliken spin population.
CARTESIAN COORDINATES (ANGSTROEM)
O -3.271 -2.913 -6.369  0.00
P -3.199 -3.101 -4.915  0.00
N -4.138 -1.895 -4.062  0.00
C -4.114 -0.522 -4.514  0.01
C -4.558 -2.008 -2.614  -0.06
N -1.613 -2.854 -4.246  -0.10
C -0.630 -2.078 -4.994  0.02
C -1.309 -2.929 -2.850  -0.14
N -3.715 -4.638 -4.446  -0.08
C -2.937 -5.888 -4.533  0.06
C -5.125 -4.806 -4.777  -0.01
H -3.360 0.125 -4.065  0.00
H -5.148 -0.189 -4.432  0.00
H -3.860 -0.528 -5.574  0.00
H -5.509 -1.485 -2.513  -0.01
H -3.745 -1.659 -1.977  0.02
H -4.762 -3.046 -2.353  0.02
H -0.883 -1.019 -5.032  0.00
H 0.385 -2.249 -4.634  0.01
H -0.629 -2.364 -6.045  0.01
H -2.042 -3.566 -2.354  0.09
H -0.287 -3.266 -2.676  0.07
H -1.411 -1.992 -2.303  0.05
H -1.955 -5.697 -4.100  -0.01
H -3.286 -6.823 -4.093  -0.01
H -2.734 -6.050 -5.592  0.02
H -5.508 -5.569 -4.099  0.02
H -5.238 -5.185 -5.793  0.00
H -5.772 -3.944 -4.612  0.01
O -5.824 -2.708 0.326  -0.02
P -4.852 -3.678 0.924  0.18
N -4.834 -5.267 0.197  -0.27
C -4.231 -5.488 -1.080  0.08
C -5.976 -6.150 0.437  0.06
N -5.025 -3.943 2.593  -0.72
C -5.922 -3.095 3.499  0.35
C -4.267 -5.020 3.291  0.86
N -3.240 -3.171 0.762  -0.15
C -2.941 -1.753 0.804  0.27
C -2.058 -4.062 0.952  0.17
H -4.086 -6.557 -1.237  -0.05
H -3.307 -4.932 -1.241  0.10
H -4.948 -5.107 -1.807  0.05
H -6.818 -5.526 0.136  0.02
H -6.098 -6.451 1.477  0.07
H -5.970 -7.020 -0.219  -0.02
H -6.920 -3.532 3.465  -0.02
H -5.462 -3.075 4.487  -0.16
H -5.806 -2.078 3.126  0.11
H -4.902 -5.309 4.129  -0.03
H -4.159 -5.913 2.675  0.00
H -3.328 -4.640 3.694  -0.30
H -3.030 -1.346 1.811  -0.25
H -1.892 -1.595 0.556  0.14
H -3.625 -1.161 0.195  0.04
H -2.208 -5.137 0.853  -0.11
H -1.619 -3.869 1.931  -0.16
H -1.385 -3.842 0.123  0.29
O 0.700 3.728 -0.550  0.02
P 0.815 2.462 0.167  -0.08
N 2.376 2.216 0.956  -0.03
C 3.539 2.896 0.425  0.01
C 2.740 1.063 1.828  -0.01
N 0.743 1.198 -1.017  0.07
C -0.289 1.211 -1.979  -0.03
C 1.402 -0.120 -0.835  0.05
N -0.419 2.222 1.257  -0.05
C -0.605 0.964 1.976  -0.11
C -1.027 3.403 1.913  0.03
H 4.047 2.365 -0.380  0.01
H 4.156 3.065 1.308  -0.01
H 3.300 3.888 0.041  0.01
H 2.370 0.123 1.418  0.06
H 2.273 1.211 2.802  0.02
H 3.802 1.063 2.074  -0.01
H -0.531 2.197 -2.375  -0.01
H -0.087 0.800 -2.968  0.01
H -1.199 0.766 -1.575  0.02
H 0.847 -0.584 -0.019  -0.02
H 1.347 -0.712 -1.749  -0.04
H 2.462 -0.137 -0.585  0.03
H -0.390 0.108 1.336  -0.01
H 0.076 0.856 2.820  0.10
H -1.611 0.767 2.344  0.06
H -1.406 4.034 1.109  0.00
H -0.275 3.964 2.469  0.00
H -1.870 3.181 2.568  0.02
O -0.646 3.805 8.104  0.04
P -1.249 2.473 8.081  -0.04
N -2.164 2.187 6.600  -0.16
C -1.480 2.100 5.321  -0.19
C -3.508 2.795 6.411  0.22
N -2.276 2.102 9.351  -0.21
C -2.325 2.994 10.521  0.05
C -3.261 1.009 9.347  0.34
N -0.118 1.179 8.251  -0.21
C -0.519 -0.199 8.254  0.54
C 1.291 1.527 8.680  0.12
H -0.696 1.348 5.406  0.13
H -1.101 3.044 4.929  0.00
H -2.119 1.679 4.544  0.07
H -3.365 3.819 6.066  0.05
H -4.112 2.787 7.319  0.01
H -4.119 2.305 5.653  -0.13
H -1.382 3.514 10.689  0.02
H -3.103 3.750 10.416  -0.02
H -2.489 2.258 11.308  -0.01
H -2.921 0.372 10.164  0.04
H -4.188 1.536 9.574  0.03
H -3.264 0.498 8.384  -0.18
H -0.581 -0.606 9.263  0.04
H -1.476 -0.382 7.767  -0.05
H 0.259 -0.818 7.807  -0.18
H 1.827 0.645 9.030  0.01
H 1.252 2.231 9.511  0.00
H 1.936 1.958 7.914  -0.03
O 5.709 0.084 -4.731  -0.02
P 4.505 0.648 -5.469  0.04
N 4.807 1.236 -7.104  -0.01
C 3.781 1.809 -8.022  0.00
C 5.865 0.635 -7.771  0.00
N 3.897 2.031 -4.594  0.01
C 4.394 3.368 -4.946  0.00
C 3.622 1.905 -3.147  -0.04
N 3.078 -0.232 -5.699  -0.03
C 3.317 -1.603 -6.227  0.03
C 1.775 0.393 -5.887  0.00
H 2.960 2.345 -7.547  0.00
H 3.383 0.966 -8.586  0.00
H 4.286 2.491 -8.706  0.00
H 6.546 1.395 -8.155  0.00
H 5.540 -0.011 -8.587  0.00
H 6.516 0.098 -7.081  0.00
H 3.912 3.615 -5.892  0.00
H 4.218 4.071 -4.132  0.00
H 5.448 3.374 -5.221  0.00
H 4.581 1.975 -2.634  -0.01
H 3.196 2.843 -2.791  0.00
H 2.945 1.084 -2.912  0.02
H 2.443 -2.250 -6.302  0.00
H 3.692 -1.481 -7.243  0.00
H 4.085 -2.100 -5.634  0.00
H 1.775 1.483 -5.869  0.00
H 1.148 0.130 -5.035  0.00
H 1.306 0.083 -6.821  0.00
C 2.292 -4.164 1.620  0.54
O 2.456 -3.897 3.007  -0.31
C 2.008 -2.718 3.488  0.31
O 1.197 -1.992 2.890  0.05
O 2.712 -2.387 4.614  -0.33
C 2.583 -1.168 5.252  -0.27
H 2.583 -5.198 1.435  -0.13
H 2.906 -3.567 0.945  0.00
H 1.247 -4.260 1.326  0.05
H 1.922 -1.301 6.109  0.03
H 2.276 -0.303 4.664  0.06
H 3.616 -0.938 5.511  0.05
C -3.049 5.247 -2.273  0.02
O -3.540 5.064 -3.550  -0.02
C -3.382 3.918 -4.183  0.03
O -2.733 2.925 -3.751  -0.02
O -3.964 3.963 -5.416  -0.01
C -4.035 2.861 -6.359  0.00
H -2.829 6.287 -2.032  0.00
H -2.032 4.869 -2.170  0.00
H -3.649 4.825 -1.465  0.00
H -3.150 2.228 -6.434  0.00
H -4.201 3.277 -7.353  0.00
H -4.854 2.196 -6.085  0.00
C 2.031 5.891 -2.738  0.00
O 3.134 6.410 -3.447  0.00
C 4.292 6.488 -2.764  0.00
O 4.477 6.256 -1.577  0.00
O 5.267 6.738 -3.607  0.00
C 6.588 6.773 -3.130  0.00
H 2.185 4.895 -2.322  0.00
H 1.161 5.829 -3.391  0.00
H 1.694 6.483 -1.887  0.00
H 6.903 5.758 -2.885  0.00
H 6.709 7.392 -2.242  0.00
H 7.225 7.158 -3.926  0.00
C 5.510 -1.904 2.511  0.04
O 5.876 -0.904 3.408  -0.06
C 6.923 -1.185 4.356  0.10
O 7.547 -2.277 4.365  -0.06
O 7.158 -0.102 5.124  -0.09
C 8.171 -0.021 6.038  0.05
H 5.746 -2.920 2.828  0.01
H 6.158 -1.736 1.651  -0.05
H 4.556 -1.800 1.994  0.09
H 9.109 0.130 5.505  0.00
H 8.162 -0.898 6.685  0.00
H 8.001 0.857 6.662  0.00

Properties
Spin multiplicity ... 2
⟨S²⟩ ... 0.75
Gap between HOMO and LUMO (alpha / beta) ... 1.4457 / 8.1437 eV
Total charge ... -1
E_LUMO (alpha / beta) ... 1.9 / 1.9 eV
Strongest force on any atom ... 4.7 eV Å⁻¹